Entry 1:
{
  "formula": "C23H37AgF3N2O10P2S",
  "method": "ωB97M-V/def2-TZVPD",
  "max_force_ha_per_bohr": 0.087,
  "homo_energy_ev": -4.08,
  "energy_ha": -3288.30039,
  "de_lowest_kj_mol": 95.83,
  "gap_ha": 0.2436,
  "total_charge": -1,
  "elements": ["Ag", "C", "C", "C", "O", "P", "O", "C", "P", "O", "O", "C", "C", "C", "O", "C", "C", "C", "O", "C", "C", "C", "H", "H", "H", "H", "H", "H", "H", "H", "H", "H", "H", "H", "H", "H", "H", "H", "H", "H", "H", "H", "H", "H", "H", "H", "H", "H", "H", "H", "H", "H", "O", "C", "C", "C", "C", "C", "C", "C", "N", "C", "C", "N", "H", "H", "H", "H", "H", "H", "H", "F", "C", "F", "F", "S", "O", "O", "O"],
  "xyz": [[-0.31, -0.38, -0.01], [5.16, -0.04, 2.33], [4.95, 1.12, 1.37], [6.02, 1.11, 0.28], [3.67, 1.14, 0.76], [2.78, -0.06, 0.17], [1.84, 0.47, -0.80], [2.15, -0.93, 1.63], [1.47, -2.50, 1.02], [0.92, -2.39, -0.33], [2.84, -3.34, 1.05], [3.02, -4.75, 1.11], [1.87, -5.55, 0.52], [3.27, -5.16, 2.56], [0.71, -3.17, 2.24], [-0.59, -2.96, 2.81], [-0.69, -3.90, 4.01], [-0.81, -1.51, 3.22], [3.88, -1.05, -0.47], [3.72, -1.51, -1.82], [4.13, -0.43, -2.81], [4.61, -2.74, -1.96], [6.15, 0.04, 2.78], [5.09, -0.98, 1.80], [4.43, -0.01, 3.13], [5.00, 2.07, 1.92], [5.98, 0.16, -0.24], [7.01, 1.24, 0.72], [5.83, 1.90, -0.43], [1.40, -0.27, 2.06], [2.91, -1.15, 2.37], [3.94, -4.94, 0.53], [1.01, -5.51, 1.16], [2.18, -6.58, 0.37], [1.56, -5.11, -0.43], [2.41, -4.86, 3.16], [4.16, -4.67, 2.95], [3.40, -6.24, 2.62], [-1.34, -3.24, 2.07], [0.06, -3.64, 4.76], [-0.54, -4.93, 3.69], [-1.68, -3.81, 4.44], [-0.09, -1.19, 3.98], [-1.82, -1.43, 3.63], [-0.75, -0.86, 2.35], [2.67, -1.78, -1.97], [5.18, -0.17, -2.66], [3.53, 0.46, -2.65], [3.99, -0.80, -3.82], [5.65, -2.46, -1.83], [4.48, -3.19, -2.94], [4.34, -3.48, -1.20], [0.39, 1.38, 1.56], [0.38, 2.61, 1.22], [1.52, 3.43, 1.48], [1.57, 4.76, 1.15], [0.46, 5.38, 0.57], [-0.67, 4.63, 0.31], [-0.74, 3.26, 0.61], [-1.93, 2.53, 0.27], [-2.06, 1.23, 0.05], [-3.37, 0.99, -0.23], [-4.07, 2.15, -0.18], [-3.16, 3.12, 0.14], [2.38, 2.94, 1.92], [2.47, 5.33, 1.34], [0.51, 6.42, 0.29], [-1.51, 5.11, -0.17], [-3.70, -0.01, -0.43], [-5.11, 2.37, -0.34], [-3.36, 4.10, 0.27], [-4.14, -2.93, -1.03], [-3.22, -3.84, -0.67], [-3.40, -4.89, -1.50], [-3.59, -4.27, 0.56], [-1.43, -3.13, -0.54], [-0.79, -4.30, 0.00], [-1.18, -2.73, -1.89], [-1.77, -2.10, 0.42]]
}



Entry 2:
{
  "formula": "C5H6",
  "method": "ωB97M-V/def2-TZVPD",
  "max_force_ha_per_bohr": 0.065,
  "homo_energy_ev": [-7.63, -7.64],
  "energy_ha": -193.88807,
  "de_lowest_kj_mol": 505.20,
  "gap_ha": [0.2865, 0.2869],
  "elements": ["C", "C", "C", "C", "C", "H", "H", "H", "H", "H", "H"],
  "xyz": [[0.76, -0.47, -0.32], [-0.20, 0.32, -0.85], [0.66, -0.43, 1.33], [-0.86, 1.29, -1.35], [-0.07, -1.48, 0.62], [1.56, -0.78, -0.88], [1.48, -0.90, 1.93], [0.26, 0.42, 1.95], [-1.86, 1.08, -1.73], [-0.57, 2.34, -1.48], [-1.16, -1.40, 0.78]]
}



Entry 3:
{
  "formula": "C2H5F2NO",
  "method": "ωB97M-V/def2-TZVPD",
  "max_force_ha_per_bohr": 0.155,
  "homo_energy_ev": -9.50,
  "energy_ha": -408.76715,
  "de_lowest_kj_mol": 401.83,
  "gap_ha": 0.3830,
  "elements": ["C", "C", "N", "O", "F", "F", "H", "H", "H", "H", "H"],
  "xyz": [[-0.60, -0.59, -0.81], [1.24, -0.21, 0.67], [-1.79, 0.81, -0.46], [-0.01, -0.89, 0.39], [2.22, -0.56, -0.20], [-1.01, 1.94, -0.76], [-1.21, -1.31, -1.30], [-0.08, -0.22, -1.62], [1.34, -0.56, 1.60], [1.18, 0.85, 0.60], [-1.92, 0.71, 0.46]]
}